No. 1
Molecular formula: C22H28N2O2S2
Method: DFT, ωB97M-V with the def2-TZVPD basis set

Values from the calculation:
Strongest force on any atom   1.76 eV/Å
Structure (SMILES)   CCc1ccccc1N(C1=NCCCS1)S(=O)(=O)c1ccc(C(C)(C)C)cc1
Energy above the lowest of the compared OMol25 structures with the same formula, charge and spin   0.733 eV
Frontier orbital gap   8.98 eV
E_tot   -1911.4803 Eh

Atoms and positions in Å:
C1 0.8684 2.0807 -2.2223
H1 1.4856 2.6770 -2.8886
H2 0.0613 1.6465 -2.8086
H3 0.4352 2.7403 -1.4742
C2 1.6767 0.9700 -1.5531
C3 2.6892 1.4772 -0.5594
C4 3.5069 2.5590 -0.8632
C5 4.4368 3.0377 0.0414
C6 4.5802 2.4288 1.2757
C7 3.7975 1.3344 1.5919
C8 2.8580 0.8661 0.6856
N1 2.0450 -0.2430 1.0480
C9 2.2575 -1.4374 0.4067
N2 3.3186 -1.6307 -0.2336
C10 3.6384 -2.7886 -1.0097
C11 2.4551 -3.6794 -1.3883
C12 1.6525 -4.0371 -0.1516
H4 0.8360 -4.7214 -0.3773
H5 2.2840 -4.4686 0.6254
S1 0.8574 -2.5396 0.5440
H6 2.8282 -4.5893 -1.8618
H7 1.8089 -3.1577 -2.0976
H8 4.1430 -2.4232 -1.9106
H9 4.3737 -3.3679 -0.4380
S2 1.0558 -0.1083 2.4265
O1 1.3500 1.1680 3.0002
O2 1.2134 -1.2747 3.2384
C13 -0.5864 -0.0281 1.7303
C14 -1.5250 -1.0076 1.9713
C15 -2.7843 -0.8953 1.4045
C16 -3.1164 0.1881 0.5972
C17 -2.1478 1.1709 0.3868
C18 -0.8917 1.0710 0.9520
H10 -0.1441 1.8359 0.8134
H11 -2.3724 2.0310 -0.2246
C19 -4.4830 0.3428 -0.0514
C20 -5.1315 1.6379 0.4578
H12 -5.2327 1.6069 1.5404
H13 -4.5393 2.5100 0.1961
H14 -6.1211 1.7550 0.0218
C21 -5.4244 -0.8213 0.2683
H15 -5.0181 -1.7638 -0.0904
H16 -5.6091 -0.8939 1.3372
H17 -6.3800 -0.6583 -0.2257
C22 -4.3053 0.4107 -1.5750
H18 -3.8180 -0.4922 -1.9366
H19 -5.2754 0.4970 -2.0593
H20 -3.7025 1.2652 -1.8683
H21 -3.5030 -1.6721 1.6042
H22 -1.2584 -1.8469 2.5931
H23 3.8963 0.8358 2.5426
H24 5.3051 2.7965 1.9857
H25 5.0525 3.8855 -0.2207
H26 3.4140 3.0379 -1.8261
H27 2.2028 0.3927 -2.3196
H28 0.9861 0.2896 -1.0507

Here are the natural (NBO) charges for atoms 1 to 8, given in e: atom 1 (C): -0.60, atom 2 (H): 0.20, atom 3 (H): 0.21, atom 4 (H): 0.20, atom 5 (C): -0.45, atom 6 (C): 0.07, atom 7 (C): -0.23, atom 8 (C): -0.20



No. 2
Molecular formula: C37H39ClO16
Method: DFT, ωB97M-V with the def2-TZVPD basis set

Values from the calculation:
Strongest force on any atom   1.29 eV/Å
Structure (SMILES)   C#CCCCc1ccc2c(c1CCCCl)C(=O)c1c(CCOC=O)cccc1C2=O.O=C1OCCO1.O=C1OCCO1.O=C1OCCO1.O=C1OCCO1
Energy above the lowest of the compared OMol25 structures with the same formula, charge and spin   0.321 eV
Frontier orbital gap   8.48 eV
E_tot   -3097.3129 Eh

Atoms and positions in Å:
C1 5.9291 0.3561 0.7198
C2 5.3475 -0.3782 1.4624
C3 4.5840 -1.2100 2.3972
C4 3.4855 -0.3222 3.0305
C5 2.2149 -1.0854 3.4421
C6 1.3634 -1.5464 2.2860
C7 1.6206 -2.8048 1.7356
C8 0.8682 -3.2799 0.6803
C9 -0.1730 -2.5585 0.1403
C10 -0.4578 -1.2909 0.6696
C11 0.3249 -0.7886 1.7216
C12 0.0204 0.6212 2.2376
C13 0.8638 1.6287 1.3857
C14 0.0897 2.8848 0.9615
Cl1 1.1805 4.3203 1.0389
C15 -1.6001 -0.5571 0.0525
O1 -1.6357 0.6459 -0.1110
C16 -2.7564 -1.3957 -0.4370
C17 -4.0874 -0.9671 -0.3554
C18 -4.4270 0.3735 0.2671
C19 -5.8652 0.5372 0.7624
O2 -6.0592 0.0731 2.1129
C20 -5.5496 0.8883 3.0538
O3 -5.9637 1.9828 3.3130
C21 -5.0423 -1.8395 -0.8689
C22 -4.7132 -3.0584 -1.4396
C23 -3.3899 -3.4713 -1.5143
C24 -2.4257 -2.6298 -0.9871
C25 -0.9920 -3.0581 -1.0083
O4 -0.5197 -3.7668 -1.8670
H1 6.1285 1.1913 0.0926
H2 5.2482 -1.5905 3.1748
H3 4.1621 -2.0489 1.8418
H4 3.2707 0.5193 2.3762
H5 3.9125 0.1180 3.9365
H6 2.5130 -1.9681 4.0179
H7 1.6640 -0.4636 4.1490
H8 2.4263 -3.4244 2.1103
H9 1.1101 -4.2510 0.2596
H10 0.3167 0.7201 3.2796
H11 -1.0438 0.8200 2.1442
H12 1.7865 1.8530 1.9145
H13 1.1646 1.1066 0.4742
H14 -0.1644 2.7840 -0.0877
H15 -0.8079 3.0649 1.5460
H16 -3.7820 0.4812 1.1444
H17 -4.1394 1.1932 -0.3909
H18 -6.6110 0.0488 0.1440
H19 -6.0886 1.6084 0.7441
H20 -4.6950 0.5031 3.6354
H21 -6.0955 -1.5888 -0.8493
H22 -5.4674 -3.7133 -1.8597
H23 -3.1275 -4.4160 -1.9698
C26 -2.9303 -8.3289 -1.5446
C27 -3.3286 -7.5759 -2.7922
O5 -4.7518 -7.5194 -2.6828
C28 -5.0729 -7.6471 -1.3683
O6 -6.1580 -7.4742 -0.9217
O7 -3.9831 -7.9945 -0.6366
H24 -1.9658 -8.0176 -1.1509
H25 -2.9205 -9.4104 -1.6931
H26 -2.9357 -6.5575 -2.8081
H27 -3.0287 -8.0841 -3.7052
C29 5.6009 1.6494 -4.2003
C30 4.5451 1.3148 -3.1767
O8 5.1250 0.2009 -2.4867
C31 6.4712 0.2649 -2.6437
O9 7.2503 -0.4158 -2.0584
O10 6.8089 1.2101 -3.5534
H28 5.6504 2.6924 -4.4226
H29 5.4784 1.0893 -5.1290
H30 4.3806 2.1270 -2.4648
H31 3.5938 1.0400 -3.6234
C32 4.7324 6.8535 -5.8770
C33 5.1845 6.6347 -4.4511
O11 4.6223 5.3542 -4.1463
C34 4.4290 4.6977 -5.3126
O12 4.1348 3.5459 -5.3887
O13 4.6192 5.5150 -6.3719
H32 5.4459 7.4242 -6.4656
H33 3.7550 7.3350 -5.9385
H34 6.2702 6.5737 -4.3599
H35 4.8140 7.3927 -3.7660
C35 -3.7367 3.8633 4.4372
C36 -3.2653 2.9313 5.5268
O14 -1.8816 2.7633 5.2103
C37 -1.4842 3.8453 4.4866
O15 -0.3563 4.0874 4.2100
O16 -2.5501 4.6013 4.1217
H36 -4.5303 4.5296 4.7651
H37 -4.0672 3.3324 3.5479
H38 -3.3498 3.3712 6.5224
H39 -3.7843 1.9756 5.5187

Here are the Löwdin charges for atoms 1 to 8, given in e: atom 1 (C): 0.11, atom 2 (C): -0.13, atom 3 (C): -0.19, atom 4 (C): -0.17, atom 5 (C): -0.14, atom 6 (C): -0.15, atom 7 (C): -0.01, atom 8 (C): 0.00



No. 3
Molecular formula: C4H11N2
Method: DFT, ωB97M-V with the def2-TZVPD basis set

Values from the calculation:
Strongest force on any atom   2.91 eV/Å
Net charge   +1
Energy above the lowest of the compared OMol25 structures with the same formula, charge and spin   3.521 eV
Frontier orbital gap   8.46 eV
E_tot   -268.1755 Eh

Atoms and positions in Å:
C1 0.8746 1.2604 0.1584
C2 1.2638 -0.1470 0.4040
C3 2.5163 -0.7548 -0.2470
C4 -2.3938 0.2233 -0.3435
N1 -2.9595 -0.4556 0.6170
N2 0.2159 0.1310 -0.5407
H1 0.2124 1.7356 0.9304
H2 1.5360 1.9668 -0.3339
H3 0.9227 -0.5957 1.3149
H4 3.4953 -0.2167 0.0030
H5 2.2393 -0.9552 -1.2929
H6 2.6939 -1.7384 0.2586
H7 -1.9991 1.2247 -0.1743
H8 -2.2993 -0.2313 -1.2628
H9 -3.2017 -1.3989 0.6124
H10 -3.4579 -0.0982 1.4318
H11 0.3412 0.0500 -1.5356

Here are the natural (NBO) charges for atoms 1 to 8, given in e: atom 1 (C): -0.26, atom 2 (C): -0.06, atom 3 (C): -0.64, atom 4 (C): 0.19, atom 5 (N): -0.64, atom 6 (N): -0.63, atom 7 (H): 0.19, atom 8 (H): 0.23